No. 1
16
Properties=species:S:1:pos:R:3:nbo_charge:R:1 method="wB97M-V/def2-TZVPD" multiplicity=3 total_energy_ev=-13844.865 relative_energy_kj_mol=0.0 mol_weight_g_mol=140.122 total_charge=-1 s2=2.01 gap_ha="0.1340 / 0.3132" homo_ev="0.57 / -5.78"
O -3.7714 2.1186 -0.0188 -0.68
O -1.6452 2.1654 -0.8016 -0.53
N 0.6432 1.2045 -0.5412 -0.43
N -0.5517 -0.6192 0.2570 -0.35
N -2.6475 0.1936 -0.6376 -0.67
C -0.5897 1.2050 -1.2384 0.14
C -1.2870 -0.1226 -0.8814 -0.01
C 0.5686 0.1703 0.2950 0.08
C 1.7906 -0.2211 1.1208 -0.64
C -2.7612 1.5283 -0.3965 0.86
H 1.4446 -0.8038 1.8481 0.20
H -0.4973 1.6326 -2.2363 0.16
H -1.4090 -0.8773 -1.8040 0.12
H -3.3271 -0.3414 -0.1365 0.40
H 2.4394 -0.7088 0.4097 0.16
H 2.2407 0.7683 1.4242 0.20

No. 2
15
Properties=species:S:1:pos:R:3:nbo_charge:R:1 method="wB97M-V/def2-TZVPD" total_energy_ev=-10527.952 relative_energy_kj_mol=439.2 mol_weight_g_mol=105.112 gap_ha=0.3443 homo_ev=-8.60 smiles=CN[C@H]1[C@H](O)[C@H]1F
F -1.1220 -1.9331 -0.5122 -0.33
O 0.4726 0.0907 -2.5362 -0.67
N -0.4440 0.1925 1.0311 -0.68
C -0.4451 0.4602 -0.4059 -0.16
C -0.8787 -0.8280 -1.2089 0.21
C 0.4265 -0.3326 -1.2485 0.01
C 0.7221 0.3876 2.0076 -0.40
H 1.6122 -0.3535 2.0011 0.17
H 0.5601 1.2454 -2.4393 0.45
H 1.0925 1.3751 1.9391 0.19
H 1.4192 -0.7948 -0.8270 0.20
H 0.1941 0.1320 3.0806 0.19
H -0.9881 1.4453 -0.4324 0.24
H -0.9520 -0.5969 1.5264 0.38
H -1.6694 -0.4898 -1.9755 0.20

No. 3
106
Properties=species:S:1:pos:R:3:mulliken_charge:R:1 method="wB97M-V/def2-TZVPD" total_energy_ev=-74291.030 mol_weight_g_mol=703.677 gap_ha=0.2481 homo_ev=-7.98 smiles="[H]/N=C(/C)C[C@]1(CC(=O)F)[C@](C=C)(CB(O)O)C[C@@H](COCCOCC)OS1(=O)=O.COCCNCCOC.COCCNCCOC"
S -1.4134 3.9110 2.6035 1.78
F -0.4132 7.9388 3.6348 -0.30
O -2.1709 6.7426 4.0247 -0.39
O -1.7438 0.6770 -3.7566 -0.39
O -2.8532 4.0083 2.7489 -0.83
O -1.0794 2.5363 2.2838 -0.62
O 2.3471 5.0154 5.6173 -0.37
O -3.1221 -11.0074 -0.8459 -0.43
O 5.0820 4.3842 3.8957 -0.35
O -0.8063 4.1522 4.1286 -0.63
O 3.0019 2.6465 1.9047 -0.71
O -2.0532 -3.8377 -3.9592 -0.36
O 1.1523 1.9318 0.5585 -0.40
O -0.1710 -7.7150 -1.8082 -0.27
N -2.4205 -1.7318 -1.8694 -0.32
N -0.5602 -10.5693 -2.5942 -0.32
N -1.9129 2.5733 -0.4927 -0.14
C -1.4704 -0.3754 -4.6656 -0.62
C 1.7463 4.5400 0.6731 -1.35
C -3.4745 -2.5131 -2.5105 -0.18
C -2.9818 -3.9044 -2.8787 -0.77
C -1.1550 4.9599 -0.0785 -1.60
C -1.3843 7.0413 3.2226 -0.05
C 5.6159 5.3319 2.9779 -0.17
C -0.2092 3.3563 -1.9822 -1.14
C 0.1628 -8.2687 -3.0800 -0.81
C -0.7306 -4.1854 -3.5864 -0.23
C -2.7443 -0.3106 -1.7149 -0.54
C 0.8056 -7.9717 -0.8126 -0.86
C -1.1609 3.5647 -0.7444 0.48
C 1.2480 6.8817 1.3375 -0.72
C -1.5271 6.5129 1.7837 -0.78
C 4.7002 5.0393 5.1096 -0.60
C -1.5977 -11.5945 -2.7070 -0.68
C -2.8117 -9.6900 -0.4227 -0.52
C 5.9778 4.6228 1.6245 -0.92
C 1.4406 7.4041 0.0413 -1.10
C -2.9316 0.5125 -2.9910 -0.58
C 0.6308 4.0813 4.0148 0.70
C 1.3060 5.1775 3.1588 -1.29
C 3.5355 4.2559 5.8334 -0.38
C -0.7935 -9.3972 -3.4339 -0.23
C 1.1718 4.2213 5.5147 -1.02
C -3.0104 -11.2273 -2.2436 -0.47
C -0.7448 5.1497 1.4293 1.74
C 0.8315 5.3665 1.6723 1.74
B 1.9170 2.9903 1.0330 0.70
H -1.3450 7.2858 0.9964 0.62
H 5.8527 3.5238 1.7149 0.13
H -2.3809 -0.8386 -5.0521 0.30
H -0.2972 -3.4262 -2.9279 0.27
H 0.3335 4.5616 6.1684 0.27
H 7.0474 4.8182 1.3867 0.35
H 0.8286 -9.0331 -0.5479 0.35
H -3.0648 -8.9403 -1.1758 0.28
H 0.9768 1.3620 1.3317 0.27
H -3.8343 -4.4898 -3.2369 0.40
H -0.6494 -9.6741 -4.4826 0.40
H -2.5638 -4.4247 -2.0117 0.35
H -0.5116 -10.2749 -1.6268 0.09
H -1.6421 -11.9372 -3.7459 0.39
H 3.7909 4.2013 6.9225 0.30
H 0.9471 3.0490 3.7166 0.13
H 1.7969 -7.6488 -1.1439 0.34
H -3.4365 -10.3899 -2.8073 0.34
H 5.5734 5.1326 5.8053 0.41
H 4.3070 6.0602 4.8741 0.27
H 0.1408 4.3657 -2.3274 0.36
H -1.7562 -9.6146 -0.1512 0.15
H -2.6042 6.2425 1.6535 0.69
H 4.9356 6.1994 2.7837 0.16
H -0.8089 2.9492 -2.8338 0.30
H 1.2514 6.1529 3.6949 0.78
H -1.8152 -9.0178 -3.3139 0.17
H -3.7523 0.1435 -3.6171 0.37
H 3.5609 2.0775 1.3422 0.25
H -3.6431 -0.2188 -1.0967 0.40
H -0.8305 -1.1275 -4.1981 0.19
H 1.4313 3.1935 5.8806 0.43
H -0.7077 -5.1637 -3.0960 -0.12
H 0.0363 -7.4654 -3.8125 0.38
H -0.1257 -4.2374 -4.4926 0.29
H -1.9274 0.1370 -1.1472 0.19
H -0.9146 0.0444 -5.5067 0.32
H 1.5024 4.7496 -0.3974 0.17
H -3.3926 -9.4824 0.4777 0.32
H 1.2057 -8.5959 -3.1258 0.44
H -2.5298 2.8822 0.2758 0.24
H -1.2613 -12.4463 -2.1091 0.37
H -1.5764 -1.8042 -2.4235 0.11
H 2.3986 4.9340 3.1214 -0.17
H -0.4693 5.6200 -0.6657 0.21
H 5.3755 5.0225 0.7725 0.20
H 3.5224 3.2425 5.3698 0.30
H -3.2222 1.5197 -2.6798 0.38
H 0.5698 7.8205 -0.5162 0.27
H 1.4530 7.5760 2.1927 0.39
H 6.5749 5.7412 3.3990 0.45
H 0.6379 2.6775 -1.7747 0.14
H 0.5355 -7.4029 0.0774 0.24
H -3.6512 -12.0883 -2.4577 0.35
H -3.8261 -2.0301 -3.4304 0.18
H 2.4596 7.4605 -0.4074 0.26
H -4.3212 -2.6028 -1.8230 0.36
H 2.7623 4.9997 0.8078 0.10
H -2.1718 5.4022 -0.2516 0.45

No. 4
94
Properties=species:S:1:pos:R:3:mulliken_charge:R:1 method="wB97M-V/def2-TZVPD" multiplicity=2 total_energy_ev=-262536.112 relative_energy_kj_mol=0.0 mol_weight_g_mol=1348.712 total_charge=+1 s2=0.76 gap_ha="0.2407 / 0.2212" homo_ev="-10.19 / -10.19"
I 3.6183 -2.4959 0.1565 0.39
I 5.0601 -0.4021 -1.9997 0.25
Sb 2.9293 2.3375 -1.3844 -0.14
Ru 2.0399 -0.1394 -0.6558 0.50
Se -4.2137 -2.9836 0.0414 -0.23
Se 0.0137 1.1092 -1.2349 -0.29
Cl 4.4824 0.7006 1.8805 -0.36
Cl 1.7222 -0.7972 2.9068 -0.26
Cl 1.6641 2.3001 2.1436 -0.23
P -1.6062 -0.2806 -0.6429 0.85
P -2.6600 -3.2872 1.4203 1.07
Si 2.4455 0.5038 1.4751 0.88
N 1.0653 -2.7801 0.4794 -0.73
N 0.0841 -3.4499 1.0046 -0.62
N 0.6375 -1.6799 -0.1227 0.64
C 5.6421 3.7398 -1.6817 -1.34
C -2.6148 1.6796 2.7163 -0.69
C -2.9642 -0.8782 5.3048 -0.59
C -3.2003 0.3741 -2.7697 -0.34
C -3.9917 -1.7556 3.3164 -0.56
C 4.6360 3.9896 0.6273 -1.22
C -2.3907 -4.9978 1.9150 0.59
C 5.5188 -1.7499 -0.4342 -0.90
C -3.9699 0.6551 0.5032 -0.30
C -1.9092 1.0268 1.7234 -0.01
C -2.4484 -1.9263 -2.6998 -0.29
C -2.5155 -0.6590 -2.1311 0.66
C 2.3362 0.9415 -4.0507 -1.44
C -2.7766 -2.3138 2.9419 0.09
C -2.4222 -6.7454 3.5637 -0.73
C 0.7859 4.3986 -0.2353 -1.17
C -4.0843 -1.0436 4.5048 -0.68
C -3.9903 1.8392 2.5952 -0.69
C -2.0878 -7.6697 2.5874 -0.50
C -2.5734 -5.4061 3.2307 -0.40
C -1.6494 -2.1502 3.7475 -0.01
C -4.6657 1.3262 1.4979 -0.97
C -2.5896 0.5224 0.6137 0.94
C -2.0665 -5.9311 0.9321 -0.41
C -1.7448 -1.4275 4.9245 -0.88
C -1.0574 -2.7772 0.7449 0.26
C -3.7833 -1.1423 -4.5373 -0.55
C -1.9096 -7.2622 1.2703 -0.73
C 2.3656 5.3205 -1.9208 -1.52
C -0.7078 -1.6496 0.0162 -0.75
C 4.8020 3.0865 -0.5888 0.52
C -3.0859 -2.1628 -3.9065 -0.83
C 3.2949 2.0009 -3.5101 0.93
C 3.2697 3.2348 -4.4047 -1.68
C 1.6004 4.0703 -1.4793 0.72
C -3.8399 0.1254 -3.9722 -0.84
H 4.3155 1.6078 -3.5435 0.14
H 0.1201 5.2309 -0.4792 0.45
H -4.4983 0.2224 -0.3344 0.52
H -3.2349 1.3669 -2.3362 0.49
H -5.7387 1.4365 1.4180 0.44
H 4.0706 3.5177 1.4278 0.24
H -0.7029 -2.5927 3.4587 0.63
H 1.4282 4.7235 0.5835 0.32
H -3.0381 -0.3221 6.2306 0.41
H 2.3515 0.0118 -3.4755 0.14
H -1.9702 -8.7129 2.8493 0.38
H 3.0230 5.6837 -1.1331 0.22
H -5.0333 -0.6170 4.8025 0.47
H -2.0914 2.0633 3.5817 0.53
H 6.6141 4.0134 -1.2638 0.50
H 6.1520 -2.5355 -0.8298 0.44
H 5.2974 2.1707 -0.2678 0.35
H 5.9891 -1.1993 0.3708 0.39
H 1.6388 6.1135 -2.1153 0.50
H -4.2869 -1.3347 -5.4752 0.42
H 4.1562 4.9359 0.3817 0.18
H -4.3803 0.9201 -4.4681 0.44
H -4.5408 2.3598 3.3681 0.45
H -3.0481 -3.1494 -4.3476 0.46
H 2.3003 3.7351 -4.3832 0.34
H 0.9197 3.7727 -2.2829 0.47
H -4.8558 -1.8840 2.6756 0.42
H 5.1852 4.6551 -2.0610 0.23
H 4.0430 3.9569 -4.1485 0.32
H 3.4460 2.9216 -5.4368 0.50
H 2.9525 5.1911 -2.8237 0.25
H 2.6102 0.6933 -5.0789 0.49
H -2.8346 -4.6886 3.9975 0.34
H -2.5675 -7.0628 4.5876 0.41
H 5.8284 3.0735 -2.5257 0.32
H 5.6283 4.2249 1.0204 0.45
H -0.8341 0.9131 1.8129 -0.35
H -1.6531 -7.9858 0.5081 0.41
H -0.8707 -1.2982 5.5494 0.45
H -1.9252 -2.7267 -2.1935 0.38
H 1.3069 1.3037 -4.0597 0.34
H 0.1764 3.5690 0.1139 -0.04
H -1.9434 -5.6159 -0.0970 0.35

No. 5
9
Properties=species:S:1:pos:R:3:nbo_charge:R:1 method="wB97M-V/def2-TZVPD" total_energy_ev=-29122.807 relative_energy_kj_mol=194.8 mol_weight_g_mol=114.963 gap_ha="0.3507 / 0.2886" homo_ev="-9.03 / -8.49"
Cl 0.5453 -1.6711 0.3781 0.00
Cl 2.3014 0.6086 -0.4548 -0.07
N -1.0030 1.0044 0.0923 -0.36
N -1.5784 -0.0066 -0.6365 -0.55
C 1.2362 -0.1488 0.8217 -0.20
H 1.8034 -0.1544 1.6814 0.18
H -0.4563 1.5119 -0.5425 0.31
H -1.8252 -0.7424 -0.0225 0.36
H -1.0235 -0.4017 -1.3173 0.35